Record 1
# H26O13

A cluster of 13 separate species, H26O13 in total in a non-equilibrium geometry (ωB97M-V with the def2-TZVPD basis set, OMol25).

Geometry as XYZ:
```
39
Properties=species:S:1:pos:R:3:forces:R:3:lowdin_spin:R:1
O -0.3762 -3.7725 -0.2010 0.0 0.1 0.3 0.016
H -0.1038 -2.9436 -0.5946 0.3 0.0 -0.2 0.000
H -1.0019 -4.1403 -0.8250 -0.2 -0.2 -0.1 0.000
O -4.0679 0.0872 -0.2920 0.2 0.4 -0.3 0.005
H -3.5020 -0.3046 0.3731 -0.2 -0.4 0.3 0.000
H -4.2053 -0.6112 -0.9320 -0.2 -0.2 -0.2 0.000
O 2.1536 1.8899 1.5433 -0.3 -0.1 -0.4 0.000
H 1.8055 1.6070 2.3889 0.0 -0.1 0.3 0.000
H 3.0435 2.1847 1.7365 0.3 0.1 0.1 0.000
O -3.1654 -3.2536 1.3618 -0.1 -0.2 -0.2 0.001
H -3.4388 -3.0677 2.2601 -0.2 0.0 0.2 0.000
H -2.6008 -2.5176 1.1255 0.2 0.0 0.0 0.000
O 1.5529 1.1970 -2.9135 1.4 0.1 -1.5 0.716
H 0.6265 1.4194 -2.8206 -2.8 1.2 0.6 0.006
H 1.6936 0.4879 -2.2862 0.7 -1.2 1.3 0.005
O -1.1161 1.0991 -2.4454 0.8 0.7 -1.4 0.173
H -1.2026 0.2520 -2.8825 -0.4 -0.6 -0.3 -0.001
H -1.0114 0.8817 -1.5191 0.1 -0.3 1.2 0.002
O 3.1306 0.1713 -0.7315 -0.6 0.1 -0.5 0.013
H 3.8608 -0.3714 -1.0291 0.4 -0.3 -0.1 0.000
H 3.4623 1.0678 -0.7806 0.2 0.5 0.2 0.000
O 0.3020 3.4734 -1.0412 0.2 -0.3 -0.3 0.008
H -0.1541 4.1370 -0.5236 -0.1 0.4 0.0 0.001
H 0.2836 2.6880 -0.4944 0.1 -0.2 0.4 0.000
O -2.1001 -0.4889 1.5993 0.0 -0.5 -0.3 0.000
H -2.0649 0.4487 1.4097 -0.2 1.0 0.5 0.000
H -1.7883 -0.5632 2.5013 0.0 -0.2 0.4 0.000
O -1.2039 2.1134 1.9205 0.2 -0.2 -0.2 0.000
H -1.2315 2.9351 1.4303 -0.2 0.2 -0.1 0.000
H -0.9419 2.3700 2.8046 0.0 0.1 0.4 0.000
O 1.1901 -1.8587 -1.8960 -0.1 0.5 -0.7 0.057
H 1.0295 -1.2002 -1.2202 -0.3 0.2 0.8 -0.001
H 2.1339 -1.8189 -2.0505 0.3 -0.5 0.0 -0.001
O 2.9299 -1.2718 1.6964 -0.3 -0.1 0.2 0.001
H 2.9837 -0.5507 1.0692 0.0 0.3 -0.2 0.000
H 3.7809 -1.7059 1.6366 0.2 -0.3 0.2 0.000
O -0.2255 0.0137 -0.1814 1.0 0.3 -1.1 0.001
H 0.4656 0.2546 0.4355 0.4 0.3 0.4 0.000
H -0.9259 -0.3381 0.3682 -0.6 -0.7 0.7 0.000
```
Positions in Å, forces in eV/Å.

Energy above the lowest of the compared OMol25 structures with the same formula, charge and spin   1.364 eV
2S+1   2
Charge   +1
Frontier orbital gap (alpha / beta)   9.8 / 2.8 eV

---

Record 2
# C4H16N4O5

A cluster of 4 separate species, C4H16N4O5 in total in a non-equilibrium geometry (ωB97M-V with the def2-TZVPD basis set, OMol25).

Geometry as XYZ:
```
29
Properties=species:S:1:pos:R:3:forces:R:3:mulliken_charge:R:1
N -5.0450 -10.0080 -17.9992 -0.4 -0.4 0.0 -0.260
C -4.0578 -9.1993 -17.5613 0.6 0.1 0.2 0.526
N -3.7676 -8.1075 -18.3543 -0.3 -1.2 0.5 -0.268
O -3.4060 -9.4301 -16.5405 -0.4 0.1 -0.3 -0.780
H -5.6342 -9.7726 -18.7784 0.1 0.2 0.0 0.133
H -5.2736 -10.8515 -17.4788 0.2 0.3 -0.1 0.197
H -3.3716 -7.3553 -17.8193 0.0 0.4 -0.5 0.236
H -4.3898 -7.9872 -19.1356 0.1 0.8 0.1 0.161
N -0.5622 -8.2549 -16.0046 -0.1 0.1 0.5 -0.323
C -0.4423 -8.9266 -14.8092 0.6 -0.1 -0.2 0.475
N -1.3867 -9.8717 -14.5854 -0.5 -0.3 0.1 -0.302
O 0.4978 -8.7092 -14.0549 -0.2 0.0 0.0 -0.672
H -1.2137 -8.5618 -16.7057 0.0 0.0 0.0 0.213
H 0.2381 -7.6902 -16.2166 -0.1 0.1 -0.3 0.186
H -1.2838 -10.4769 -13.7939 0.1 0.2 0.2 0.166
H -2.2453 -9.9035 -15.1164 0.2 0.0 -0.1 0.380
O -5.8192 -7.6851 -20.7302 0.1 0.0 -0.2 -0.545
C -4.7578 -7.3246 -21.6033 1.0 0.3 -0.4 -0.561
C -4.4031 -5.8502 -21.5108 -0.5 0.2 0.3 -0.334
O -3.8672 -5.5138 -20.2387 0.2 -0.1 -0.1 -0.504
H -6.6097 -7.3086 -21.1310 -0.2 -0.1 0.3 0.318
H -3.8420 -7.8578 -21.3321 -0.3 -0.2 0.3 0.279
H -4.9426 -7.6044 -22.6455 -0.3 0.0 0.0 0.425
H -5.2880 -5.2202 -21.6721 0.0 -0.1 -0.3 0.304
H -3.6569 -5.6062 -22.2654 0.1 0.0 0.0 0.304
H -4.5997 -5.4378 -19.6207 0.0 0.0 0.0 0.305
O -5.7107 -12.5962 -16.8360 -0.1 -0.1 0.0 -0.680
H -5.9514 -12.8526 -15.9405 0.0 0.0 0.0 0.310
H -6.3315 -13.0603 -17.4064 0.0 -0.1 0.0 0.306
```
Positions in Å, forces in eV/Å.

Charge   0
Frontier orbital gap   9.0 eV